Here is a cluster of 17 separate species, C64H160F12N13O41S4 in total from the Open Molecules 2025 dataset. Energies are from ωB97M-V/def2-TZVPD.

The geometry in XYZ format:
```
294
Properties=species:S:1:pos:R:3
C 27.537 10.821 17.507
O 26.110 10.812 17.229
C 25.666 11.818 16.363
C 24.202 11.495 16.239
N 24.072 9.973 15.957
H 24.805 9.437 16.400
H 23.164 9.727 16.326
C 24.058 9.611 14.403
C 24.606 8.159 14.336
O 25.801 8.044 15.117
C 26.997 8.432 14.415
H 27.715 10.461 18.520
H 27.920 11.840 17.460
H 28.099 10.231 16.783
H 26.176 11.757 15.401
H 25.817 12.772 16.867
H 23.602 12.169 15.627
H 23.664 11.562 17.185
H 24.811 10.273 13.975
H 23.052 9.693 13.993
H 24.829 7.889 13.304
H 23.820 7.546 14.780
H 27.444 7.518 14.024
H 27.772 8.912 15.013
H 26.689 9.128 13.635
C 20.527 16.271 16.165
O 20.831 15.595 14.906
C 21.686 16.485 14.098
C 21.813 15.829 12.741
N 22.476 14.414 12.901
H 23.243 14.564 13.540
H 21.939 13.760 13.452
C 23.076 13.775 11.628
C 24.580 13.887 11.658
O 24.946 15.274 11.652
C 26.220 15.577 12.210
H 19.995 15.720 16.939
H 20.108 17.250 15.929
H 21.431 16.494 16.732
H 22.668 16.587 14.561
H 21.317 17.477 13.838
H 22.454 16.414 12.081
H 20.838 15.612 12.304
H 22.480 14.218 10.830
H 22.873 12.704 11.663
H 24.930 13.349 10.777
H 25.014 13.333 12.489
H 26.345 15.210 13.228
H 26.445 16.638 12.319
H 26.993 15.089 11.616
C 16.752 11.438 19.097
O 15.782 11.251 20.140
C 14.389 11.069 19.836
C 13.520 11.500 21.090
N 13.972 12.887 21.596
H 13.535 13.204 22.450
H 14.937 12.837 21.889
C 13.918 14.053 20.532
C 14.650 15.281 21.070
O 15.942 14.886 21.448
C 16.783 16.041 21.820
H 16.978 10.490 18.609
H 17.572 12.065 19.446
H 16.298 11.919 18.231
H 14.233 10.056 19.464
H 14.035 11.626 18.968
H 13.517 10.816 21.939
H 12.468 11.685 20.873
H 12.884 14.211 20.227
H 14.423 13.742 19.617
H 14.035 15.658 21.887
H 14.753 16.053 20.307
H 16.687 16.699 20.957
H 17.812 15.720 21.986
H 16.421 16.545 22.717
C 28.299 14.806 16.266
O 29.471 14.118 16.559
C 30.702 14.549 15.916
C 31.010 16.060 16.239
N 31.091 16.307 17.797
H 30.270 16.183 18.372
H 31.740 15.631 18.173
C 31.678 17.680 18.037
C 30.570 18.757 17.890
O 29.359 18.534 18.637
C 29.401 18.699 20.078
H 28.234 14.885 15.181
H 28.132 15.836 16.583
H 27.429 14.242 16.601
H 30.684 14.512 14.827
H 31.416 13.745 16.094
H 30.221 16.699 15.843
H 31.965 16.304 15.774
H 32.517 17.885 17.372
H 32.087 17.630 19.046
H 30.256 18.901 16.857
H 31.001 19.736 18.102
H 30.077 19.520 20.317
H 29.997 17.981 20.641
H 28.392 18.762 20.488
C 21.793 8.978 31.359
O 20.675 9.112 30.475
C 20.894 8.676 29.117
C 19.541 7.917 28.666
N 18.249 8.846 28.689
H 17.422 8.383 28.340
H 18.014 8.874 29.670
C 18.404 10.215 28.144
C 18.871 10.380 26.674
O 20.259 10.098 26.369
C 20.720 10.411 25.062
H 22.536 9.640 30.915
H 22.164 7.962 31.493
H 21.438 9.324 32.330
H 21.679 7.923 29.199
H 21.280 9.515 28.539
H 19.304 7.097 29.343
H 19.615 7.497 27.663
H 18.996 10.818 28.832
H 17.336 10.430 28.088
H 18.721 11.410 26.351
H 18.208 9.864 25.979
H 21.798 10.310 24.939
H 20.517 11.458 24.832
H 20.263 9.822 24.267
C 22.598 19.578 16.108
O 23.585 19.007 17.031
C 23.670 19.804 18.201
C 24.629 19.111 19.197
N 24.557 17.555 18.934
H 23.772 17.092 19.370
H 24.378 17.598 17.941
C 25.890 16.892 19.209
C 26.092 16.760 20.749
O 24.986 16.306 21.483
C 25.314 16.259 22.895
H 22.696 18.917 15.246
H 22.796 20.586 15.743
H 21.543 19.373 16.291
H 22.684 19.914 18.651
H 24.102 20.760 17.905
H 24.462 19.290 20.259
H 25.686 19.321 19.029
H 26.560 17.451 18.556
H 25.816 15.925 18.712
H 26.322 17.776 21.072
H 26.943 16.108 20.945
H 24.394 15.912 23.364
H 25.609 17.237 23.275
H 26.164 15.650 23.203
C 30.494 12.086 19.224
O 30.535 11.843 20.629
C 31.741 11.211 21.045
C 33.017 12.044 20.915
N 32.759 13.430 21.466
H 33.082 14.197 20.893
H 31.768 13.581 21.342
C 33.327 13.579 22.873
C 34.891 13.571 22.873
O 35.359 14.564 21.966
C 36.739 14.442 21.541
H 31.401 12.505 18.788
H 29.731 12.809 18.938
H 30.208 11.204 18.651
H 31.978 10.386 20.374
H 31.568 10.755 22.019
H 33.396 12.084 19.894
H 33.768 11.484 21.471
H 32.806 12.835 23.476
H 33.045 14.612 23.078
H 35.372 12.632 22.601
H 35.298 13.800 23.858
H 37.404 14.776 22.337
H 36.858 15.262 20.832
H 36.999 13.481 21.095
C 30.232 11.141 24.445
O 29.052 11.637 25.167
C 28.219 12.427 24.398
C 27.552 11.660 23.251
N 26.865 10.406 23.856
H 27.615 10.032 24.420
H 26.138 10.663 24.509
C 26.363 9.305 22.908
C 27.518 8.736 21.974
O 28.686 8.453 22.788
C 29.745 7.780 22.087
H 30.853 10.601 25.160
H 30.768 11.970 23.983
H 29.877 10.410 23.720
H 28.749 13.340 24.126
H 27.449 12.701 25.119
H 28.207 11.434 22.409
H 26.808 12.289 22.762
H 25.482 9.691 22.395
H 26.088 8.384 23.421
H 27.742 9.377 21.122
H 27.173 7.877 21.397
H 30.497 7.514 22.830
H 30.348 8.412 21.436
H 29.458 6.920 21.482
C 22.788 19.183 24.259
O 22.595 18.671 25.586
C 23.201 17.413 25.843
C 22.297 16.284 25.327
N 20.884 16.337 25.924
H 20.930 16.158 26.917
H 20.513 17.263 25.761
C 19.780 15.564 25.153
C 18.385 15.965 25.653
O 18.379 17.442 25.776
C 17.412 17.912 26.699
H 22.428 18.475 23.513
H 23.812 19.475 24.028
H 22.285 20.144 24.156
H 23.396 17.263 26.905
H 24.136 17.265 25.302
H 22.671 15.320 25.670
H 22.072 16.231 24.262
H 19.892 14.510 25.410
H 19.984 15.797 24.108
H 18.286 15.499 26.633
H 17.638 15.556 24.973
H 16.392 17.921 26.314
H 17.661 18.962 26.852
H 17.296 17.401 27.655
C 18.943 12.667 22.414
O 19.969 12.902 21.507
C 19.880 14.004 20.622
C 20.903 13.793 19.461
N 22.418 14.064 19.820
H 23.097 13.973 19.077
H 22.517 15.041 20.055
C 22.787 13.080 20.964
C 24.308 13.117 21.266
O 24.959 12.963 19.981
C 26.381 12.903 20.116
H 19.116 11.719 22.925
H 18.000 12.523 21.887
H 18.841 13.374 23.237
H 20.082 14.799 21.340
H 18.915 14.249 20.180
H 20.778 14.405 18.568
H 20.750 12.762 19.140
H 22.629 12.106 20.500
H 22.231 13.155 21.898
H 24.645 12.271 21.865
H 24.524 14.028 21.823
H 26.769 11.973 20.531
H 26.810 13.771 20.617
H 26.806 12.937 19.112
N 29.527 15.039 20.773
O 28.964 14.569 21.736
O 28.942 15.266 19.757
O 30.630 15.453 20.963
N 23.808 12.624 24.711
O 24.799 13.359 24.547
O 24.030 11.444 24.954
O 22.688 13.034 24.630
N 24.376 15.137 16.199
O 25.116 16.114 16.236
O 24.288 14.573 15.080
O 23.862 14.724 17.177
C 16.026 13.077 25.285
F 15.381 14.036 24.654
F 17.385 13.148 24.968
F 15.842 13.198 26.602
S 15.353 11.378 24.732
O 15.778 11.220 23.345
O 15.900 10.415 25.716
O 13.889 11.558 24.813
C 20.689 8.596 20.342
F 20.479 9.423 21.350
F 21.185 7.449 20.867
F 19.643 8.386 19.570
S 22.164 9.417 19.398
O 21.606 10.680 18.891
O 23.249 9.558 20.346
O 22.496 8.541 18.273
C 19.511 12.308 15.705
F 20.282 13.178 16.309
F 18.672 11.727 16.537
F 18.716 12.871 14.746
S 20.571 10.971 14.718
O 21.479 11.684 13.783
O 21.352 10.232 15.774
O 19.580 10.166 14.016
C 19.858 17.883 19.619
F 19.297 16.693 19.465
F 20.201 18.421 18.383
F 18.858 18.627 20.160
S 21.336 17.779 20.861
O 21.873 19.134 21.027
O 20.735 17.269 22.086
O 22.252 16.845 20.180
```

Summary:
Orbital gap, eV: 6.662
Net charge: +3
LUMO level, eV: -5.58
Max |F|, eV Å⁻¹: 6.39
Energy, hartree: -9120.66012

Here are the Mulliken charges for atoms 1 to 99, given in e: C 0.0486; O -0.0483; C 1.3326; C 0.3726; N 0.4436; H 0.7569; H -0.0472; C 0.0918; C -0.9419; O -0.4257; C -0.6317; H -0.2966; H -0.0423; H 0.0022; H 0.5837; H -0.9532; H -0.2998; H -0.8670; H 0.1212; H 0.0936; H 0.5134; H 0.4257; H 0.3193; H 0.1093; H 0.3209; C -0.4866; O -0.2511; C 0.0623; C -0.9715; N 0.9918; H -0.1623; H 0.1513; C -0.5264; C -0.4376; O -0.3717; C -0.4117; H 0.1108; H 0.5544; H -0.1340; H -0.0492; H 0.5169; H 0.4281; H 0.4073; H 0.4245; H 0.2142; H 0.6163; H 0.1275; H -0.0988; H 0.3228; H 0.3698; C -0.7561; O -0.1537; C -0.8029; C -0.5843; N 0.2322; H 0.4894; H -0.3096; C -0.5353; C -0.9290; O 0.1714; C -0.6605; H 0.4543; H 0.0744; H 0.4509; H 0.5517; H 0.4381; H 0.2685; H 0.4459; H 0.4235; H 0.3205; H 0.3914; H 0.4743; H 0.5258; H -0.2536; H 0.3230; C 0.2404; O -0.1954; C -0.7914; C -0.6035; N 0.6670; H -0.5590; H 0.2788; C -0.6088; C -0.6750; O -0.2235; C -0.4584; H 0.8038; H 0.0402; H -0.9319; H 0.3700; H 0.4093; H 0.4276; H 0.4923; H 0.4705; H 0.3522; H 0.3978; H 0.4769; H 0.5051; H 0.0808